Record 1
{"formula": "C23H69N9O14", "method": "ωB97M-V/def2-TZVPD", "s_squared": 0.7507, "fmax_ev_per_a": 6.75, "lumo_ev": [1.986, 1.950], "homo_ev": [0.062, -6.691], "multiplicity": 2, "orbital_gap_ev": [1.924, 8.641], "total_charge": -1, "symbols": ["C", "C", "C", "O", "C", "N", "H", "H", "H", "H", "H", "H", "H", "H", "H", "H", "H", "C", "C", "C", "O", "C", "N", "H", "H", "H", "H", "H", "H", "H", "H", "H", "H", "H", "C", "C", "C", "O", "C", "N", "H", "H", "H", "H", "H", "H", "H", "H", "H", "H", "H", "C", "C", "O", "O", "H", "H", "H", "H", "H", "H", "C", "C", "O", "O", "H", "H", "H", "H", "H", "H", "C", "C", "O", "O", "H", "H", "H", "H", "H", "H", "C", "C", "O", "O", "H", "H", "H", "H", "H", "H", "C", "O", "N", "N", "H", "H", "H", "H", "C", "O", "N", "N", "H", "H", "H", "H", "C", "O", "N", "N", "H", "H", "H", "H"], "positions_angstrom": [[-0.515, 1.584, 2.210], [-0.158, 0.670, 1.046], [0.319, -0.699, 1.370], [1.659, -0.544, 1.758], [2.132, -1.428, 2.833], [-1.248, 0.590, 0.160], [-0.875, 2.564, 1.896], [0.434, 1.761, 2.716], [-1.169, 1.062, 2.908], [0.609, 1.240, 0.521], [0.298, -1.472, 0.601], [-0.316, -1.149, 2.134], [2.036, -2.479, 2.558], [1.576, -1.290, 3.760], [3.148, -1.187, 3.146], [-1.664, 1.484, -0.055], [-1.997, 0.049, 0.569], [5.235, -1.245, -1.166], [3.773, -0.790, -1.008], [3.619, 0.773, -0.953], [4.454, 1.424, -0.050], [4.147, 1.403, 1.363], [2.990, -1.528, -1.990], [5.299, -2.318, -1.346], [5.783, -0.883, -0.296], [5.689, -0.783, -2.043], [3.264, -1.107, -0.098], [2.556, 0.957, -0.798], [3.816, 1.123, -1.966], [3.115, 1.738, 1.473], [4.773, 2.050, 1.978], [4.162, 0.454, 1.900], [3.102, -2.521, -1.844], [2.000, -1.335, -1.927], [-2.438, -3.768, -4.789], [-1.716, -3.815, -3.462], [-2.826, -4.095, -2.369], [-3.836, -3.090, -2.090], [-3.365, -1.834, -1.581], [-0.777, -4.970, -3.626], [-3.207, -3.002, -4.688], [-2.836, -4.702, -5.186], [-1.746, -3.388, -5.540], [-1.116, -2.955, -3.163], [-2.340, -4.211, -1.400], [-3.391, -4.984, -2.649], [-4.134, -1.074, -1.444], [-2.711, -1.405, -2.339], [-2.877, -1.889, -0.608], [-0.077, -4.762, -4.324], [-0.291, -4.916, -2.742], [-0.157, 0.195, -3.154], [1.004, 0.943, -3.892], [1.905, -0.085, -4.255], [0.312, -0.166, -1.840], [-0.460, -0.683, -3.725], [-1.114, 0.714, -3.216], [1.497, 1.734, -3.326], [0.531, 1.435, -4.741], [2.219, -0.545, -3.473], [-0.266, 0.241, -1.191], [-4.246, -2.173, 3.787], [-3.093, -2.081, 2.769], [-3.164, -1.352, 1.601], [-5.151, -3.132, 3.300], [-4.607, -1.213, 4.154], [-3.713, -2.742, 4.550], [-2.720, -3.039, 2.405], [-2.237, -1.689, 3.317], [-4.013, -1.559, 1.204], [-5.877, -3.215, 3.923], [0.911, -4.027, -0.289], [2.312, -4.521, 0.019], [3.084, -4.230, -1.103], [0.209, -5.177, -0.737], [0.934, -3.271, -1.074], [0.444, -3.748, 0.656], [2.352, -5.549, 0.379], [2.766, -3.984, 0.852], [3.985, -4.156, -0.779], [-0.175, -5.614, 0.027], [-0.693, 6.330, 1.088], [0.816, 6.690, 0.995], [1.100, 7.974, 1.564], [-0.884, 5.929, 2.426], [-0.787, 5.583, 0.299], [-1.278, 7.136, 0.645], [1.021, 6.783, -0.072], [1.487, 5.949, 1.429], [2.018, 8.216, 1.423], [-0.217, 5.307, 2.728], [1.156, 4.403, -2.255], [-0.058, 4.616, -2.114], [1.929, 3.860, -1.391], [1.787, 4.859, -3.306], [2.936, 3.828, -1.461], [1.423, 3.650, -0.542], [1.285, 5.295, -4.066], [2.769, 4.623, -3.339], [-3.390, 3.114, -1.536], [-4.404, 2.373, -1.476], [-2.958, 3.844, -0.602], [-2.557, 3.234, -2.586], [-3.288, 3.870, 0.352], [-2.110, 4.346, -0.824], [-2.814, 2.678, -3.389], [-1.647, 3.664, -2.501], [-0.968, -1.103, 6.633], [-0.710, -2.242, 6.934], [-0.045, -0.205, 6.506], [-2.163, -0.557, 6.557], [0.850, -0.671, 6.547], [-0.278, 0.768, 6.647], [-2.896, -1.178, 6.869], [-2.266, 0.417, 6.311]]}

Record 2
{"formula": "C23H70AlFO28P7", "method": "ωB97M-V/def2-TZVPD", "fmax_ev_per_a": 8.17, "lumo_ev": 0.083, "homo_ev": -4.715, "orbital_gap_ev": 4.798, "de_lowest_kcal_mol": 110.3, "total_charge": -1, "symbols": ["F", "C", "C", "Al", "H", "H", "H", "H", "H", "H", "H", "C", "O", "P", "O", "O", "C", "O", "C", "H", "H", "H", "H", "H", "H", "H", "H", "H", "C", "O", "P", "O", "O", "C", "O", "C", "H", "H", "H", "H", "H", "H", "H", "H", "H", "C", "O", "P", "O", "O", "C", "O", "C", "H", "H", "H", "H", "H", "H", "H", "H", "H", "C", "O", "P", "O", "O", "C", "O", "C", "H", "H", "H", "H", "H", "H", "H", "H", "H", "C", "O", "P", "O", "O", "C", "O", "C", "H", "H", "H", "H", "H", "H", "H", "H", "H", "C", "O", "P", "O", "O", "C", "O", "C", "H", "H", "H", "H", "H", "H", "H", "H", "H", "C", "O", "P", "O", "O", "C", "O", "C", "H", "H", "H", "H", "H", "H", "H", "H", "H"], "positions_angstrom": [[-2.236, 6.857, -2.218], [-2.466, 7.407, -3.499], [-3.414, 8.596, -3.345], [-5.331, 7.890, -3.501], [-1.522, 7.697, -3.968], [-2.921, 6.612, -4.093], [-3.179, 9.375, -4.069], [-3.303, 8.931, -2.311], [-5.713, 7.562, -5.051], [-5.325, 6.479, -2.676], [-6.386, 8.912, -2.790], [-2.053, 6.779, 0.501], [-2.295, 6.537, 1.918], [-2.023, 5.026, 2.518], [-3.221, 4.353, 1.937], [-2.325, 5.669, 4.005], [-1.609, 6.812, 4.465], [-1.381, 3.657, 3.197], [-2.361, 2.869, 3.918], [-2.166, 7.843, 0.323], [-1.041, 6.483, 0.233], [-2.771, 6.238, -0.106], [-2.223, 7.704, 4.339], [-0.669, 6.956, 3.932], [-1.394, 6.674, 5.525], [-2.926, 2.257, 3.222], [-3.040, 3.490, 4.496], [-1.811, 2.222, 4.601], [-0.985, -2.693, -1.766], [-2.213, -2.512, -1.037], [-2.557, -0.997, -0.471], [-1.529, -0.948, 0.610], [-4.019, -1.495, 0.018], [-4.889, -2.186, -0.885], [-2.955, 0.566, -0.536], [-3.224, 1.204, 0.726], [-0.985, -3.708, -2.155], [-0.912, -1.997, -2.602], [-0.133, -2.560, -1.099], [-4.838, -3.257, -0.694], [-4.628, -2.001, -1.926], [-5.908, -1.844, -0.714], [-2.295, 1.511, 1.198], [-3.782, 0.545, 1.389], [-3.822, 2.091, 0.533], [3.733, -0.487, 1.018], [2.877, -1.492, 1.594], [2.960, -1.726, 3.206], [4.281, -2.386, 3.347], [1.727, -2.759, 3.198], [0.514, -2.447, 2.478], [2.679, -1.157, 4.694], [2.895, -2.085, 5.760], [3.461, -0.390, -0.030], [3.595, 0.478, 1.505], [4.775, -0.796, 1.095], [0.514, -2.975, 1.527], [0.409, -1.383, 2.288], [-0.331, -2.784, 3.071], [3.953, -2.120, 6.012], [2.539, -3.081, 5.502], [2.331, -1.713, 6.613], [-7.158, -7.559, -3.797], [-6.370, -8.335, -2.868], [-5.389, -7.529, -1.870], [-4.293, -7.003, -2.694], [-4.966, -8.870, -1.062], [-5.933, -9.865, -0.719], [-5.528, -6.586, -0.586], [-4.303, -6.282, 0.096], [-7.835, -8.244, -4.300], [-7.744, -6.801, -3.280], [-6.508, -7.088, -4.532], [-5.871, -10.691, -1.427], [-6.949, -9.471, -0.722], [-5.700, -10.231, 0.279], [-3.793, -5.462, -0.405], [-3.647, -7.147, 0.155], [-4.563, -5.971, 1.105], [1.453, 0.365, -2.863], [1.168, -0.342, -4.092], [2.348, -0.455, -5.185], [2.534, 0.884, -5.754], [1.477, -1.426, -6.150], [0.676, -2.480, -5.612], [3.734, -1.247, -5.355], [4.327, -1.174, -6.658], [0.599, 0.236, -2.203], [2.337, -0.047, -2.377], [1.598, 1.426, -3.058], [-0.365, -2.162, -5.575], [0.995, -2.771, -4.612], [0.762, -3.340, -6.273], [4.884, -0.246, -6.758], [3.576, -1.246, -7.441], [5.010, -2.017, -6.736], [4.540, -6.114, 3.974], [4.419, -6.380, 5.395], [4.879, -7.821, 5.932], [3.887, -8.798, 5.463], [4.654, -7.413, 7.488], [5.043, -6.128, 7.975], [6.257, -8.612, 6.162], [6.149, -9.833, 6.901], [4.302, -5.064, 3.816], [5.557, -6.299, 3.632], [3.840, -6.733, 3.414], [4.167, -5.483, 8.040], [5.785, -5.651, 7.336], [5.465, -6.257, 8.971], [5.837, -10.639, 6.240], [5.450, -9.738, 7.729], [7.141, -10.049, 7.293], [4.775, 9.706, -4.790], [4.305, 9.698, -3.428], [2.933, 8.890, -3.124], [1.848, 9.670, -3.726], [3.057, 9.131, -1.520], [4.310, 9.014, -0.851], [2.466, 7.369, -3.037], [1.152, 7.135, -2.490], [5.751, 10.184, -4.796], [4.877, 8.694, -5.180], [4.090, 10.276, -5.417], [4.727, 10.006, -0.680], [5.028, 8.422, -1.418], [4.137, 8.531, 0.110], [0.398, 7.271, -3.258], [0.948, 7.787, -1.645], [1.126, 6.102, -2.151]]}